Record 1
Formula: C43H42Cl4N3O4PSZn
Source: OMol25
Level of theory: wB97M-V/def2-TZVPD

```
99
Properties=species:S:1:pos:R:3:lowdin_charge:R:1
H -2.31 4.62 -2.53 0.04
C -3.56 0.95 -2.76 -0.08
S 2.87 1.76 -0.76 0.57
H 0.58 -0.75 -2.73 0.08
C 3.42 1.23 1.89 -0.05
H -0.96 1.48 -4.19 0.07
H 0.50 -5.70 -2.02 0.10
C -0.84 2.99 -2.63 -0.53
C -1.35 -2.08 0.29 -0.21
H -3.62 1.93 -3.21 0.08
C -3.68 3.28 -0.26 -0.11
H -1.71 4.72 1.17 0.07
C 4.26 -0.93 -0.62 -0.04
Zn 0.16 0.34 0.21 0.61
H -2.15 2.35 0.91 0.10
H 0.64 -2.50 -3.04 0.09
H -3.82 3.84 -1.19 0.06
C 0.64 2.23 3.89 -0.62
C -2.50 -0.56 -1.16 -0.34
C 0.97 1.74 5.17 -0.74
C 1.17 0.39 5.35 -0.75
H -4.05 -1.71 1.11 0.06
O 1.88 2.79 -0.98 -0.32
C -1.81 3.99 -3.27 -0.12
H -5.04 -2.07 -2.88 0.10
H -2.94 -0.75 2.07 0.08
C 4.20 -3.26 -1.20 -0.07
Cl 0.49 3.94 3.62 0.65
C 1.05 -0.48 4.25 -0.61
C -4.46 -0.02 -3.18 -0.31
H 4.70 -4.19 -1.44 0.09
H -0.32 3.97 0.40 0.06
C 0.83 -4.80 -1.51 -0.06
H -5.50 -0.47 -5.03 0.06
C -2.21 2.97 0.00 -0.53
C 3.92 1.56 3.14 -0.06
C -2.06 -2.55 1.34 -0.21
O 3.98 1.75 -1.70 -0.32
C 2.87 -0.83 -0.72 -0.24
Cl 1.56 -0.24 6.92 0.58
C 4.59 2.76 3.33 -0.09
O 0.28 1.81 1.58 -0.16
C -2.59 0.72 -1.79 -0.29
H -0.83 -1.75 -2.41 0.08
H 2.68 -5.02 -2.41 0.10
C -0.11 -2.77 -0.19 -0.24
C 3.58 2.10 0.84 -0.26
H -5.35 1.25 -4.67 0.06
H 1.54 -3.87 0.84 0.15
C -3.42 -1.55 -1.60 -0.04
H 4.39 3.97 0.16 0.11
H -0.26 -5.24 3.82 0.07
H 2.88 0.30 1.74 0.10
H 3.74 0.89 3.98 0.11
H 0.54 -6.05 2.45 0.07
C -0.21 2.11 -3.71 -0.12
H -3.64 -2.22 2.76 0.07
H 5.30 4.56 2.40 0.09
C 4.77 3.62 2.25 -0.10
C 0.25 -1.73 -2.38 -0.01
H -2.09 -3.92 3.04 0.11
C 2.14 -2.02 -0.94 -0.13
C -0.14 -4.24 -0.55 -0.12
H -6.52 0.27 -3.80 0.06
H -4.28 2.37 -0.33 0.07
C 0.46 -3.78 0.78 -0.09
H -1.09 -4.75 -0.48 0.14
C 4.91 -2.13 -0.85 -0.09
H 0.56 1.47 -3.28 0.05
C 0.71 -0.04 2.97 -0.41
H -1.26 4.66 -3.94 0.07
C 2.08 -4.40 -1.74 -0.07
C 0.36 -5.08 2.93 -0.08
H 0.27 2.73 -4.48 0.07
H -2.58 3.50 -3.87 0.05
C -3.24 -1.77 1.85 -0.04
H -0.03 3.55 -2.17 0.08
H 4.86 -0.05 -0.42 0.09
C -1.53 -3.62 2.16 -0.01
H 5.99 -2.17 -0.78 0.09
C -1.37 4.22 0.26 -0.13
C -0.30 -4.12 1.98 -0.27
C 2.80 -3.21 -1.26 -0.17
Cl 1.11 2.84 6.51 0.58
O 0.62 -0.80 1.93 -0.10
H -3.36 -2.54 -1.16 0.10
C -5.51 0.27 -4.22 -0.09
P -1.34 1.90 -1.23 1.11
N 2.13 0.36 -0.64 -0.15
N 0.73 -1.91 -1.00 -0.08
N -1.56 -0.80 -0.23 -0.01
C 0.51 1.39 2.79 -0.41
H 4.96 3.03 4.31 0.10
H 1.32 -4.69 3.26 0.04
C -4.36 -1.28 -2.58 -0.07
H -4.08 3.90 0.55 0.07
Cl 1.36 -2.19 4.45 0.68
C 4.27 3.30 1.00 -0.07
H -1.46 4.93 -0.57 0.06
```

E_tot, eV: -176568.81641
Gap between HOMO and LUMO, eV: 5.8623
Total charge: -2
Relative energy (zero: lowest compared OMol25 entry of this formula, charge and spin), kcal/mol: 57.33



Record 2
Formula: C43H42P2Pd
Source: OMol25
Level of theory: wB97M-V/def2-TZVPD

```
88
Properties=species:S:1:pos:R:3:lowdin_charge:R:1
H -1.03 11.12 3.01 0.09
H 0.87 5.16 5.53 0.11
H -3.30 -8.78 -3.94 0.11
H 0.51 -1.09 -0.74 0.10
H -0.45 9.23 4.53 0.10
H 4.46 -4.43 -6.10 0.11
C -0.53 3.65 4.90 -0.19
H 1.49 0.93 0.36 0.08
C 3.84 -1.71 -1.29 -0.09
H -0.05 2.72 5.20 0.09
C -0.66 7.74 2.99 -0.05
H -3.74 -4.94 -2.03 0.10
C 1.21 1.82 3.32 -0.21
H 2.46 5.07 3.63 0.11
C -4.47 -2.33 0.43 -0.06
H 5.47 -0.51 -0.53 0.11
Pd -0.58 3.88 -1.20 0.25
C 3.54 0.30 0.04 -0.04
C -1.30 8.55 0.79 -0.05
H -1.55 -4.01 0.89 0.09
P 1.68 -3.30 -2.15 1.05
C -3.18 -2.34 -1.62 -0.10
H -0.47 -5.61 -0.25 0.10
C -3.48 -3.07 1.07 -0.07
C -0.72 5.35 0.06 -0.21
C -1.57 -7.48 -4.00 -0.07
C -4.31 -1.94 -0.91 -0.06
C -2.89 -7.81 -3.66 -0.07
C 1.60 -0.94 -0.70 -0.09
C 0.53 4.71 4.59 -0.20
C -1.34 9.85 1.28 -0.10
H 1.19 1.57 4.39 0.10
C -0.88 7.48 1.61 -0.28
C 3.03 -4.24 -2.99 -0.36
C 2.15 0.16 -0.06 -0.06
H -4.70 -7.12 -2.71 0.11
C -1.26 2.53 2.76 -0.12
H 2.65 3.09 2.32 0.09
H 3.96 1.14 0.59 0.11
H 5.56 -6.49 -2.48 0.11
H 4.50 -2.41 -1.80 0.10
H 2.55 -3.35 -4.90 0.11
H -3.59 -3.37 2.12 0.11
H -0.53 0.57 3.17 0.11
H -2.87 4.93 -1.64 -0.02
C -1.42 3.45 3.71 -0.10
C -2.33 -3.46 0.38 -0.08
H 0.03 5.54 4.07 0.06
H -1.63 10.66 0.61 0.09
H -0.51 6.91 3.68 0.07
C -0.18 1.50 2.69 -0.19
H -5.37 -2.05 0.97 0.11
C 5.15 -5.51 -4.36 -0.06
H -2.87 3.07 -1.78 -0.07
P -0.91 -3.88 -2.05 1.05
H -2.30 4.08 3.71 0.11
H -1.96 2.48 1.92 0.10
C 1.69 4.29 3.74 -0.09
H 2.10 -4.73 -0.07 0.09
C -2.22 -3.17 -0.99 -0.39
C 3.85 -5.18 -2.34 -0.09
H 0.02 -6.01 -3.87 0.10
H 1.91 1.10 2.86 0.09
C -1.78 -5.35 -2.83 -0.33
H -0.01 1.28 1.62 0.07
C 4.91 -5.79 -3.01 -0.07
H -1.58 8.31 -0.24 0.11
C 4.39 -0.63 -0.59 -0.07
C 1.33 -4.43 -0.78 -0.27
C 0.02 -4.83 -0.83 -0.30
C 2.45 -1.87 -1.32 -0.36
H -5.06 -1.33 -1.40 0.11
C 4.30 -4.63 -5.04 -0.07
C -1.02 -6.25 -3.60 -0.10
C 1.87 3.14 3.10 -0.11
H -1.12 4.03 5.74 0.11
C -1.01 10.10 2.62 -0.12
H -2.75 3.87 -0.14 -0.05
C 3.24 -4.02 -4.37 -0.09
H -0.96 -8.18 -4.57 0.11
C -0.68 9.04 3.48 -0.11
C -3.67 -6.88 -2.96 -0.07
C -0.70 6.23 0.95 -0.16
H 5.99 -5.97 -4.88 0.11
H -3.03 -2.04 -2.66 0.11
C -3.12 -5.65 -2.57 -0.07
H 3.65 -5.45 -1.29 0.09
C -2.53 3.96 -1.22 -0.34
```

E_tot, eV: -67318.62730
Gap between HOMO and LUMO (spin up / spin down), eV: 2.1567 / 1.9767
⟨S²⟩: 2.013
Total charge: 0
Relative energy (zero: lowest compared OMol25 entry of this formula, charge and spin), kcal/mol: 4.22
Multiplicity: 3



Record 3
Formula: C43H43AsF6N6P3PdSTe
Source: OMol25
Level of theory: wB97M-V/def2-TZVPD

```
105
Properties=species:S:1:pos:R:3:lowdin_charge:R:1
C -4.43 0.37 -2.31 -0.54
H -4.47 1.80 -3.92 0.09
H -6.20 -2.50 -2.40 0.10
C -1.31 -2.92 -2.30 -0.13
C -5.71 0.08 -4.30 -0.16
C 0.73 4.90 1.39 -0.12
P 1.11 1.72 1.91 0.99
C 0.43 -4.15 1.60 -0.07
P -0.27 -0.42 -1.38 0.87
N 0.98 4.40 2.69 -0.14
S 5.76 -0.97 0.84 1.10
H -2.29 -2.46 -2.20 0.09
C -4.77 1.04 3.07 -0.08
P -1.59 -0.64 1.12 0.84
C -5.49 -0.05 3.54 -0.09
H -0.74 2.34 -6.40 0.10
H -6.03 0.42 -5.28 0.10
H 3.29 5.11 0.57 0.14
H 2.83 -2.61 2.09 0.06
C 0.06 -4.84 -2.81 -0.09
H 3.48 1.60 1.43 0.08
C -0.44 0.38 -3.05 -0.38
H 2.57 3.96 3.96 0.14
F 1.89 1.10 4.93 -0.27
N -6.18 -1.10 -3.91 0.05
Te -3.03 1.41 -1.09 1.19
H 0.68 -2.04 2.07 0.03
C -0.66 1.79 -5.46 -0.09
C 3.27 0.74 -1.63 -0.06
H 3.21 1.85 3.15 0.08
H 7.10 1.06 -1.01 0.11
C -4.92 -0.85 -1.88 -0.14
H -0.71 3.14 2.72 0.09
C 1.19 -4.13 -2.43 -0.08
H 3.45 3.44 -0.04 0.13
N 3.17 3.62 2.01 -0.13
H 0.15 -5.87 -3.13 0.10
H 0.40 3.37 -4.46 0.10
C 0.03 -2.83 1.63 -0.14
H -2.08 -4.79 -3.03 0.11
H 0.59 2.12 -2.34 0.06
H -3.04 -3.14 0.24 0.11
C -1.69 -4.75 0.63 -0.07
N 3.23 -0.90 0.23 0.05
C 1.07 -2.81 -1.99 -0.10
C -0.18 -2.19 -1.93 -0.37
H -0.12 2.70 0.02 0.08
C 5.26 0.13 -0.41 -0.48
C 2.90 2.17 2.16 -0.27
C 4.04 1.61 -2.39 -0.09
C 0.93 2.67 0.30 -0.27
H -3.01 1.68 2.04 0.05
C 3.88 0.00 -0.62 -0.33
H -2.35 -5.51 0.23 0.11
H -1.69 0.06 -6.19 0.11
H -0.33 4.87 1.15 0.14
H -1.48 -1.19 -4.10 0.10
H 3.58 2.17 -3.19 0.10
Pd 0.89 -0.45 0.98 0.28
F 3.53 -0.65 5.48 -0.24
C -3.12 -0.46 2.11 -0.35
C -0.43 -5.12 1.11 -0.07
F 1.26 -0.80 6.42 -0.22
H -4.63 -1.26 -0.92 0.08
C -3.82 -1.54 2.65 -0.08
N 1.46 4.08 0.33 -0.06
H 1.95 -2.26 -1.68 0.08
H -0.12 -6.15 1.07 0.11
C -1.18 0.51 -5.34 -0.07
C -1.94 -0.33 -0.61 -0.95
C 0.36 3.08 2.94 -0.27
H 2.78 5.43 2.98 0.13
H -5.12 2.04 3.24 0.10
H -5.53 -2.18 3.76 0.10
C 5.41 1.75 -2.16 -0.10
F 1.99 -2.36 4.61 -0.24
C 4.09 -1.49 1.01 -0.68
H -6.42 0.10 4.07 0.10
N 3.80 -2.49 1.86 0.13
H 0.46 2.84 4.00 0.09
C -5.00 -1.33 3.36 -0.08
H -3.44 -2.55 2.54 0.09
H 1.34 4.51 -0.58 0.18
H 4.44 -2.66 2.62 0.11
F 2.64 -0.48 3.24 -0.32
C -1.23 -2.45 1.17 -0.37
C -4.84 0.85 -3.54 -0.14
As 1.93 -0.65 4.85 0.69
C -2.08 -3.42 0.65 -0.12
C 2.96 4.08 0.68 -0.11
C 0.10 1.66 -3.19 -0.16
H 2.16 -4.61 -2.46 0.10
H 1.10 5.92 1.29 0.14
C -1.07 -0.19 -4.15 -0.07
H 1.47 2.11 -0.45 0.03
C -5.79 -1.54 -2.71 -0.15
H 1.40 -4.45 1.98 0.10
C -1.19 -4.23 -2.74 -0.09
C -0.01 2.37 -4.38 -0.09
C 2.41 4.40 2.98 -0.15
C 6.03 0.99 -1.17 -0.09
H 2.22 0.59 -1.84 0.05
C -3.59 0.83 2.37 -0.16
F 0.35 -0.60 4.17 -0.27
H 6.00 2.42 -2.77 0.10
```

E_tot, eV: -180850.11364
Gap between HOMO and LUMO (spin up / spin down), eV: 5.6629 / 5.8058
⟨S²⟩: 0.759
Total charge: 0
Multiplicity: 2